{
  "formula": "C38H65N7O5S5",
  "method": "wB97M-V/def2-TZVPD",
  "relative_energy_ev": 3.878,
  "max_force_ev_per_a": 5.276,
  "orbital_gap_ev": 7.8,
  "molar_mass_g_mol": 860.317,
  "symbols": ["S", "S", "S", "S", "S", "O", "O", "O", "O", "O", "N", "N", "N", "N", "N", "N", "N", "C", "C", "C", "C", "C", "C", "C", "C", "C", "C", "C", "C", "C", "C", "C", "C", "C", "C", "C", "C", "C", "C", "C", "C", "C", "C", "C", "C", "C", "C", "C", "C", "C", "C", "C", "C", "C", "C", "H", "H", "H", "H", "H", "H", "H", "H", "H", "H", "H", "H", "H", "H", "H", "H", "H", "H", "H", "H", "H", "H", "H", "H", "H", "H", "H", "H", "H", "H", "H", "H", "H", "H", "H", "H", "H", "H", "H", "H", "H", "H", "H", "H", "H", "H", "H", "H", "H", "H", "H", "H", "H", "H", "H", "H", "H", "H", "H", "H", "H", "H", "H", "H", "H"],
  "coordinates": [[-14.738730, -3.170220, -2.371940], [-18.098590, -7.935900, -0.184200], [-14.092360, -7.182470, -6.735730], [-16.885580, 0.906610, -3.626350], [-11.943750, -7.360450, 0.221820], [-14.097820, -6.516550, -5.369610], [-16.844600, -8.807540, -0.100320], [-10.983090, -6.217490, -0.166810], [-17.144170, 2.404500, -3.313850], [-15.063110, -3.432650, -0.859850], [-13.382390, -0.372110, 2.501750], [-11.580990, 0.588130, -1.583120], [-12.283790, -0.784970, -7.851920], [-15.813660, -3.600090, 2.698720], [-19.320950, -5.079850, -4.127780], [-8.771430, -5.880850, -5.829500], [-9.510940, -3.147210, -3.034030], [-11.111670, -1.086800, -5.973890], [-11.274140, 1.710240, -0.984280], [-12.100680, -0.015090, 2.798600], [-11.454700, -0.202960, -6.896650], [-11.299920, -0.794300, 2.029890], [-12.013430, 0.952410, -2.844370], [-16.680550, -3.962610, 3.717110], [-15.983210, -4.717660, 4.558240], [-19.367770, -6.378470, -4.371490], [-11.781610, 2.799100, -1.638730], [-8.793640, -2.009520, -3.287560], [-21.406680, -5.566460, -4.639950], [-15.649170, -4.615280, -3.274450], [-15.851430, -7.741440, -7.064380], [-12.063060, -1.470360, 1.109050], [-17.492690, -6.536150, -1.275850], [-14.554100, -4.056020, 3.110600], [-13.427150, -6.802850, 1.231310], [-20.600940, -4.506250, -4.247480], [-19.246200, -8.584920, -1.468150], [-14.655670, -4.934220, 4.167010], [-13.392250, -1.081220, 1.323840], [-16.576400, 0.039840, -1.987610], [-15.347750, 0.626690, -4.468960], [-8.512840, -1.312810, -2.117410], [-9.610400, -3.314060, -1.639040], [-14.346230, -5.682320, -7.697020], [-11.609990, -2.320590, -6.277830], [-20.704510, -6.725390, -4.675500], [-12.967670, -3.557660, -2.577700], [-10.707870, -5.651710, -4.911780], [-10.002550, -5.425910, -6.087340], [-12.444990, -2.139740, -7.399210], [-12.903960, -7.809580, -1.230920], [-9.087180, -2.109860, -1.103370], [-8.580360, -6.287800, -4.547810], [-9.798140, -6.161350, -4.039230], [-12.269480, 2.308870, -2.904270], [-18.269850, -5.774400, -1.213700], [-11.565400, -3.197510, -5.649000], [-10.075460, -6.448210, -3.035640], [-15.962370, -8.293710, -7.997550], [-14.322880, -1.391410, 0.872060], [-10.906020, 1.678360, 0.030550], [-11.556190, -2.069120, 0.366780], [-15.144530, -0.401050, -4.769870], [-16.664330, -4.462750, -2.907970], [-10.099990, -4.249480, -1.411710], [-15.960760, -3.013940, 1.889470], [-11.864620, 0.755890, 3.517120], [-12.918460, -6.556270, 2.163260], [-14.479380, 1.053450, -3.967050], [-11.765850, -5.502740, -4.754010], [-7.904700, -0.420530, -2.097580], [-13.480400, -6.940900, -1.549040], [-10.538830, -0.897380, -5.078140], [-14.190080, 0.015180, 2.968380], [-12.567860, -4.196540, -1.790250], [-8.660500, -1.819570, -4.342360], [-18.739220, -8.794450, -2.410050], [-13.889370, -5.445500, 4.730730], [-12.661040, -4.154130, -3.436940], [-12.417250, -2.622450, -2.680250], [-16.594600, -6.088520, -0.850210], [-10.293960, -4.973070, -7.023500], [-11.546020, -0.357330, -1.229570], [-19.599600, -9.593620, -1.254310], [-22.482340, -5.643680, -4.698240], [-15.608470, 1.084390, -5.423230], [-12.530540, 2.983660, -3.706080], [-18.487870, -4.548890, -3.917620], [-14.140950, -7.618500, 1.346630], [-13.636640, -3.682450, 2.680370], [-13.377250, -5.185560, -7.746210], [-17.358110, -6.773230, -2.331210], [-18.484570, -6.989930, -4.259760], [-16.625580, -6.977300, -7.134300], [-7.625610, -6.743360, -4.330260], [-12.929770, -0.284320, -8.445350], [-17.612030, -3.438680, 3.872800], [-15.634040, -4.554120, -4.362620], [-11.677490, 3.820840, -1.304650], [-9.062400, -1.702260, -0.103550], [-16.126930, -8.436310, -6.271060], [-8.070300, -5.834320, -6.555000], [-9.839570, -3.764010, -3.763180], [-12.006850, 0.140820, -3.556890], [-13.553720, -8.657890, -1.015780], [-21.143740, -7.699560, -4.831910], [-16.623170, -1.036110, -2.155680], [-10.226720, -0.713280, 1.939970], [-20.795830, -3.481710, -3.966870], [-17.318850, 0.268850, -1.223140], [-14.656630, -5.752490, -8.739530], [-15.606650, 0.342960, -1.592890], [-13.115040, -2.728610, -8.008040], [-16.385280, -5.010640, 5.516840], [-20.038080, -7.860430, -1.658270], [-15.344440, -5.547940, -2.799710], [-13.793460, -5.882300, 0.776890], [-15.141610, -5.120730, -7.207040], [-12.207310, -8.071880, -2.027150], [-11.379230, 0.874340, -6.908220]],
  "atomic_forces_ev_per_a": [[-0.747, -1.813, 1.685], [2.403, -0.233, -1.727], [-2.258, 1.572, 0.650], [-2.035, 1.069, 2.102], [0.460, 0.363, -0.048], [0.196, -1.184, -0.633], [-1.820, 0.543, 0.044], [-2.003, -1.111, 0.433], [1.212, -2.608, -0.688], [0.534, 0.471, -2.683], [-0.427, 1.396, -0.886], [0.069, -0.610, -2.820], [0.610, -2.205, 2.394], [1.799, -0.009, 1.403], [-1.051, 2.493, 0.310], [2.120, 0.784, -2.518], [1.163, 1.001, 1.685], [2.105, 0.425, 2.223], [-0.406, 1.967, 3.858], [-0.136, -0.300, 1.273], [-1.744, 2.503, -2.133], [1.976, 1.331, 0.141], [-1.110, -1.201, -0.583], [-0.586, 1.434, -1.518], [-1.024, -1.890, 2.964], [-0.879, -2.343, -0.496], [0.489, -0.131, -0.825], [-0.530, 0.069, -0.773], [-1.881, 1.862, 0.919], [0.388, 1.172, 1.345], [0.106, -0.779, 0.170], [-1.497, -0.096, -1.123], [-1.050, 0.259, 0.814], [0.592, -0.541, -1.358], [2.030, 0.489, -0.493], [0.808, -1.181, -0.256], [0.535, -0.600, -0.412], [-0.247, 1.944, -0.623], [0.590, -1.655, 0.639], [0.326, 0.381, -0.589], [0.319, 0.421, -0.446], [-0.548, -1.485, -1.952], [-0.175, 1.704, -1.928], [0.454, 0.330, -1.231], [-3.042, -1.614, -1.846], [2.902, -1.272, 0.199], [0.376, -0.561, -0.410], [-1.242, 1.166, -2.148], [-1.244, -0.151, 0.658], [0.708, 1.521, -0.595], [0.256, 0.339, -0.366], [-0.056, -0.888, 0.614], [1.421, -0.459, -2.139], [-1.328, -1.441, 4.899], [1.349, -0.081, 1.087], [-0.125, 0.174, -0.079], [0.114, -0.057, -0.291], [0.123, -0.027, 0.200], [0.597, -0.104, -0.132], [0.143, -0.121, -0.035], [0.086, 0.084, 0.048], [-0.716, -0.242, -0.320], [-0.350, -0.329, 0.648], [-0.053, 0.312, -0.002], [0.017, 0.284, 1.240], [-0.034, -0.119, 0.287], [-0.094, -0.305, 0.153], [-0.489, 0.019, 0.198], [-0.089, 0.182, -0.142], [0.086, -0.043, -0.001], [-0.330, 0.012, 0.391], [-0.118, -0.023, -0.013], [0.140, 0.256, -0.186], [0.120, -0.022, -0.358], [-0.378, 0.437, 0.701], [0.478, 0.465, 0.131], [0.496, 0.588, -0.024], [0.018, 0.187, -0.229], [-0.823, 0.159, -0.578], [-0.113, 0.061, 0.404], [0.019, -0.367, 0.200], [0.167, -0.171, 0.029], [0.457, 0.261, -0.018], [-0.383, 0.289, 0.857], [-0.068, 0.806, -0.193], [0.544, 0.537, -0.049], [-0.205, -0.536, -0.222], [-0.208, -0.202, -0.037], [0.069, 0.121, -0.183], [-0.189, -0.209, -0.666], [-0.149, 0.321, 0.456], [0.074, -0.579, 0.293], [-0.083, 0.004, -0.186], [0.491, 0.542, 0.406], [-0.308, 0.156, 0.635], [0.310, -0.202, 0.057], [-0.163, -0.458, -0.292], [0.495, -0.166, 0.196], [-0.130, -0.081, -0.105], [-0.110, -0.850, 0.371], [0.141, 0.054, 0.119], [0.174, -0.077, 0.377], [0.163, -0.264, 0.298], [-0.588, 0.285, -0.364], [-0.009, 0.099, 0.153], [0.370, -0.010, -0.116], [0.221, 0.049, -0.170], [0.043, -0.102, 0.396], [0.064, -0.145, -0.255], [-0.272, 0.406, -0.500], [-0.010, -0.730, -0.104], [0.123, -0.090, -0.131], [0.221, -0.449, 0.344], [-0.129, -0.345, -0.055], [-0.079, -0.113, 0.238], [0.457, 0.020, -0.554], [-0.352, -0.145, 0.017], [0.433, 0.054, 0.377], [0.031, -0.038, 0.064], [0.428, -0.071, 0.038]]
}